Record 1
The following is a quantum chemistry calculation of C12H46F2HgNO15S2 as an isolated structure in a non-equilibrium geometry, from the Open Molecules 2025 dataset.

Positions of all 79 atoms, in Å:
Hg1 -6.357 -13.012 -10.242
N1 -7.145 -14.944 -9.380
S1 -6.950 -16.000 -8.349
O1 -6.897 -17.390 -8.724
O2 -7.230 -15.652 -6.910
F1 -5.325 -15.749 -8.376
S2 -8.738 -15.445 -9.517
O3 -9.757 -14.880 -8.604
O4 -9.013 -16.637 -10.301
F2 -8.952 -14.327 -10.672
C1 -9.659 -19.580 -8.069
O5 -10.917 -19.764 -8.722
H1 -9.634 -18.685 -7.447
H2 -9.344 -20.446 -7.487
H3 -8.893 -19.386 -8.820
H4 -11.573 -19.543 -8.057
C2 -12.662 -12.485 -7.510
O6 -13.919 -12.735 -8.151
H5 -12.635 -12.763 -6.456
H6 -11.794 -12.862 -8.052
H7 -12.570 -11.399 -7.482
H8 -14.461 -11.997 -7.863
O7 -6.150 -12.562 -7.721
H9 -6.991 -12.810 -7.336
H10 -5.522 -12.652 -7.005
O8 -10.557 -19.765 -11.334
H11 -10.944 -19.793 -10.459
H12 -9.899 -19.072 -11.283
O9 -8.184 -11.601 -9.878
H13 -8.614 -10.844 -10.277
H14 -8.470 -11.586 -8.965
O10 -9.130 -12.090 -7.051
H15 -10.029 -12.271 -7.324
H16 -9.201 -11.866 -6.123
C3 -13.286 -15.018 -10.482
C4 -13.160 -15.881 -9.242
O11 -13.987 -15.302 -8.215
H17 -12.909 -14.000 -10.380
H18 -14.256 -15.015 -10.979
H19 -12.585 -15.490 -11.170
H20 -12.108 -15.815 -8.966
H21 -13.358 -16.949 -9.338
H22 -13.915 -14.348 -8.296
C5 -6.328 -13.665 -4.129
C6 -5.015 -14.083 -4.685
O12 -4.406 -13.179 -5.506
H23 -6.457 -12.586 -4.049
H24 -6.654 -14.141 -3.205
H25 -7.042 -13.804 -4.941
H26 -5.267 -14.998 -5.221
H27 -4.492 -14.365 -3.772
H28 -3.784 -13.692 -6.028
C7 -4.306 -19.352 -11.770
C8 -4.736 -18.569 -10.486
O13 -5.666 -19.371 -9.752
H29 -3.527 -18.749 -12.237
H30 -5.146 -19.351 -12.465
H31 -4.033 -20.383 -11.547
H32 -4.969 -17.604 -10.937
H33 -3.871 -18.432 -9.838
H34 -6.139 -18.726 -9.221
C9 -7.617 -16.951 -13.348
C10 -7.151 -16.157 -14.581
O14 -6.975 -14.790 -14.164
H35 -6.890 -16.837 -12.543
H36 -7.657 -18.036 -13.435
H37 -8.614 -16.620 -13.058
H38 -7.805 -16.287 -15.443
H39 -6.141 -16.548 -14.697
H40 -6.541 -14.271 -14.846
C11 -10.217 -15.121 -5.354
C12 -9.436 -15.683 -4.192
O15 -9.429 -14.657 -3.172
H41 -10.362 -15.926 -6.074
H42 -9.728 -14.230 -5.748
H43 -11.264 -14.875 -5.178
H44 -8.431 -16.039 -4.419
H45 -10.102 -16.363 -3.661
H46 -9.008 -15.013 -2.385

Properties
Kohn-Sham gap (alpha / beta) = 2.82 / 2.57 eV
net charge = +2
spin multiplicity = 2
molar mass = 747.212 g mol⁻¹

Mulliken population analysis, charges in e, atoms 1 to 4: 1.5771 0.2507 0.3196 -0.4725

=====

Record 2
The following is a quantum chemistry calculation of a 10-piece molecular cluster, C12H46N10O10 overall in a non-equilibrium geometry, from the Open Molecules 2025 dataset.

Positions of all 78 atoms, in Å:
C1 -3.484 -2.173 -1.154
O1 -2.919 -3.328 -1.632
C2 -1.689 -3.707 -0.854
C3 -1.966 -4.481 0.445
C4 -0.826 -4.544 1.443
N1 -2.407 -5.887 0.162
H1 -4.044 -1.677 -1.947
H2 -2.664 -1.492 -0.925
H3 -4.072 -2.215 -0.236
H4 -1.110 -4.247 -1.604
H5 -1.073 -2.823 -0.686
H6 -2.820 -3.968 0.886
H7 -0.973 -5.418 2.077
H8 -0.759 -3.581 1.950
H9 0.119 -4.730 0.934
H10 -1.843 -6.082 -0.654
H11 -2.157 -6.619 0.811
C5 -2.066 1.813 -1.073
O2 -2.150 2.591 0.154
C6 -2.786 3.971 0.067
C7 -3.239 4.507 1.471
C8 -4.512 3.922 1.995
N2 -3.309 6.018 1.438
H12 -1.516 0.893 -0.876
H13 -1.486 2.368 -1.811
H14 -3.072 1.623 -1.447
H15 -2.141 4.674 -0.459
H16 -3.734 3.770 -0.432
H17 -2.413 4.272 2.142
H18 -4.574 2.858 1.766
H19 -5.372 4.420 1.548
H20 -4.712 4.142 3.044
H21 -4.200 6.221 1.008
H22 -3.290 6.375 2.383
N3 2.220 -1.356 -4.834
C9 1.064 -0.835 -4.375
N4 0.390 -0.068 -5.212
O3 0.539 -1.310 -3.379
H23 2.649 -0.997 -5.675
H24 2.726 -1.984 -4.226
H25 -0.468 0.313 -4.838
H26 0.854 0.569 -5.844
N5 2.494 1.501 -1.686
C10 2.309 2.195 -2.808
N6 3.476 2.552 -3.298
O4 1.281 2.398 -3.380
H27 3.365 1.544 -1.176
H28 1.722 1.004 -1.265
H29 3.408 3.025 -4.188
H30 4.394 2.372 -2.917
N7 6.222 1.201 0.645
C11 4.938 1.434 0.663
N8 4.255 0.420 1.001
O5 4.443 2.284 0.009
H31 6.474 0.240 0.827
H32 6.827 2.003 0.549
H33 3.276 0.371 0.757
H34 4.685 -0.398 1.409
N9 2.017 -1.045 5.584
C12 1.320 -1.153 4.533
N10 2.011 -1.093 3.406
O6 0.125 -1.517 4.492
H35 1.478 -1.328 6.390
H36 2.939 -0.644 5.684
H37 2.967 -0.771 3.363
H38 1.524 -1.480 2.610
O7 1.438 -3.293 -1.504
H39 2.285 -3.264 -1.949
H40 0.807 -3.026 -2.171
O8 1.083 -0.511 0.048
H41 0.754 -1.271 -0.431
H42 0.296 -0.070 0.369
O9 -0.528 1.713 2.173
H43 -0.255 2.521 2.608
H44 -1.083 2.005 1.451
O10 -1.182 -0.849 1.943
H45 -1.104 -0.969 2.889
H46 -1.176 0.100 1.820

Properties
Kohn-Sham gap = 8.62 eV
net charge = 0
molar mass = 490.560 g mol⁻¹

Mulliken population analysis, charges in e, atoms 1 to 4: -0.4497 -0.4455 0.0560 0.8418

=====

Record 3
The following is a quantum chemistry calculation of a 11-piece molecular cluster, C12H46O11 overall in a non-equilibrium geometry, from the Open Molecules 2025 dataset.

Positions of all 69 atoms, in Å:
C1 1.391 -0.197 -5.512
C2 0.092 -0.618 -4.839
O1 -1.026 -0.300 -5.644
H1 1.585 -0.810 -6.394
H2 2.206 -0.358 -4.800
H3 1.446 0.838 -5.853
H4 0.030 -0.164 -3.840
H5 0.104 -1.686 -4.625
H6 -1.131 0.653 -5.692
C3 2.994 4.402 1.284
C4 1.658 4.130 0.620
O2 0.585 4.518 1.487
H7 3.173 3.658 2.061
H8 2.991 5.363 1.797
H9 3.799 4.340 0.554
H10 1.560 3.089 0.285
H11 1.537 4.671 -0.328
H12 -0.237 4.312 1.020
C5 -0.313 0.066 0.977
C6 -0.195 -0.962 -0.148
O3 -1.513 -1.361 -0.551
H13 -0.891 0.912 0.605
H14 0.691 0.409 1.240
H15 -0.812 -0.363 1.843
H16 0.350 -1.846 0.190
H17 0.252 -0.529 -1.040
H18 -1.823 -2.024 0.083
C7 1.163 2.413 4.046
O4 -0.061 2.555 3.361
H19 1.797 1.660 3.559
H20 1.792 3.311 3.999
H21 1.016 2.233 5.109
H22 0.075 3.257 2.682
C8 -2.730 1.780 -1.909
O5 -3.288 0.514 -1.620
H23 -3.545 2.494 -1.980
H24 -2.053 2.141 -1.122
H25 -2.143 1.714 -2.830
H26 -2.566 -0.106 -1.401
C9 -1.830 -5.892 -0.517
O6 -1.797 -4.518 -0.844
H27 -2.647 -6.225 0.139
H28 -1.982 -6.500 -1.409
H29 -0.901 -6.178 -0.013
H30 -1.851 -4.048 0.004
C10 2.396 -1.932 2.637
O7 3.158 -2.359 3.750
H31 2.753 -2.378 1.696
H32 1.369 -2.262 2.770
H33 2.526 -0.853 2.506
H34 4.000 -1.903 3.778
C11 2.425 1.441 -2.105
O8 3.728 1.779 -1.661
H35 1.630 2.036 -1.633
H36 2.241 1.600 -3.166
H37 2.229 0.393 -1.858
H38 3.839 1.355 -0.807
C12 -3.053 0.296 4.084
O9 -2.686 1.644 3.923
H39 -2.987 -0.069 5.115
H40 -4.066 0.163 3.710
H41 -2.390 -0.346 3.487
H42 -1.723 1.750 3.902
O10 -2.230 -3.167 1.647
H43 -3.170 -3.350 1.783
H44 -1.842 -3.189 2.531
O11 -1.639 -3.531 -3.657
H45 -1.628 -4.488 -3.744
H46 -1.830 -3.379 -2.720

Properties
Kohn-Sham gap = 9.42 eV
net charge = 0
molar mass = 366.489 g mol⁻¹
energy above the lowest of the compared OMol25 structures with the same formula, charge and spin = 102.5 kcal per mole

natural (NBO) population analysis, charges in e, atoms 1 to 4: -0.6364 -0.0636 -0.7108 0.2122

=====

Record 4
The following is a quantum chemistry calculation of a 11-piece molecular cluster, C12H46O17 overall in a non-equilibrium geometry, from the Open Molecules 2025 dataset.

Positions of all 75 atoms, in Å:
O1 -0.326 6.199 -1.185
C1 -1.474 5.382 -1.356
C2 -1.534 4.273 -0.309
O2 -0.695 3.230 -0.812
H1 -0.357 6.890 -1.852
H2 -2.381 6.001 -1.386
H3 -1.396 4.874 -2.327
H4 -2.554 3.885 -0.409
H5 -1.321 4.548 0.719
H6 -0.793 2.456 -0.248
O3 4.106 0.665 -5.885
C3 3.436 1.778 -5.340
C4 2.899 1.517 -3.942
O4 2.112 0.342 -3.781
H7 3.551 0.253 -6.546
H8 4.129 2.611 -5.194
H9 2.644 2.086 -6.031
H10 2.377 2.362 -3.483
H11 3.800 1.383 -3.321
H12 1.847 0.275 -2.853
O5 -0.663 -2.763 -0.601
C5 -0.804 -4.027 -1.210
C6 0.487 -4.614 -1.803
O6 1.442 -4.983 -0.832
H13 -0.085 -2.148 -1.100
H14 -1.231 -4.731 -0.493
H15 -1.579 -4.014 -1.987
H16 0.903 -4.009 -2.613
H17 0.099 -5.536 -2.242
H18 1.467 -4.286 -0.167
O7 -5.372 -2.108 -0.691
C7 -4.188 -1.602 -0.107
C8 -3.595 -0.423 -0.858
O8 -4.367 0.761 -0.616
H19 -5.832 -1.327 -1.031
H20 -4.380 -1.269 0.923
H21 -3.417 -2.373 -0.030
H22 -3.653 -0.617 -1.929
H23 -2.586 -0.193 -0.503
H24 -4.409 0.920 0.333
O9 -0.939 -1.892 1.998
C9 -1.584 -2.700 2.955
C10 -1.605 -2.049 4.339
O10 -2.074 -3.005 5.304
H25 -0.847 -2.333 1.130
H26 -2.627 -2.906 2.690
H27 -1.102 -3.676 3.059
H28 -2.281 -1.194 4.367
H29 -0.605 -1.745 4.635
H30 -3.011 -2.810 5.395
O11 1.597 2.710 1.596
C11 2.331 1.578 1.997
C12 3.646 1.455 1.223
O12 4.285 0.258 1.600
H31 0.840 2.283 1.168
H32 2.597 1.648 3.059
H33 1.735 0.667 1.965
H34 4.182 2.406 1.313
H35 3.373 1.500 0.159
H36 4.937 0.011 0.938
O13 -2.019 2.769 2.474
H37 -1.733 3.207 3.284
H38 -1.394 2.042 2.357
O14 2.847 -1.496 0.965
H39 3.266 -0.811 1.511
H40 3.062 -2.330 1.400
O15 1.589 -1.017 -1.418
H41 1.892 -1.873 -1.747
H42 1.956 -0.966 -0.503
O16 0.536 -0.421 3.971
H43 0.301 -1.132 3.358
H44 0.788 -0.873 4.785
O17 -0.243 0.696 0.661
H45 -0.241 -0.085 1.239
H46 0.237 0.416 -0.133

Properties
Kohn-Sham gap = 9.57 eV
net charge = 0
molar mass = 462.483 g mol⁻¹
energy above the lowest of the compared OMol25 structures with the same formula, charge and spin = 38.4 kcal per mole

Mulliken population analysis, charges in e, atoms 1 to 4: -0.5094 -0.5947 -0.0465 -0.4076

=====

Record 5
The following is a quantum chemistry calculation of a 12-piece molecular cluster, C12H48N24O12 overall in a non-equilibrium geometry, from the Open Molecules 2025 dataset.

Positions of all 96 atoms, in Å:
C1 0.046 1.741 -3.979
O1 -0.645 1.191 -4.811
N1 1.337 1.747 -4.068
N2 -0.403 2.611 -3.063
H1 1.843 2.618 -4.134
H2 1.804 1.093 -4.680
H3 0.339 3.040 -2.530
H4 -1.371 2.729 -2.800
C2 -1.453 -3.139 -4.619
O2 -1.795 -2.278 -3.814
N3 -1.120 -4.300 -4.185
N4 -1.641 -3.138 -5.944
H5 -1.033 -4.237 -3.180
H6 -0.672 -4.984 -4.777
H7 -2.024 -2.290 -6.338
H8 -1.357 -3.876 -6.572
C3 -3.450 3.525 -0.567
O3 -3.929 3.061 -1.600
N5 -4.119 3.947 0.463
N6 -2.142 3.504 -0.233
H9 -5.122 4.063 0.492
H10 -3.638 4.473 1.178
H11 -1.367 3.320 -0.854
H12 -1.835 3.933 0.628
C4 3.041 4.056 0.833
O4 2.446 2.967 0.831
N7 2.685 5.065 0.228
N8 4.096 4.317 1.514
H13 3.305 5.855 0.333
H14 1.907 5.173 -0.408
H15 4.641 5.161 1.412
H16 4.586 3.575 1.994
C5 2.449 -0.349 3.299
O5 2.081 0.286 4.229
N9 1.600 -1.195 2.664
N10 3.667 -0.553 3.105
H17 0.652 -1.215 3.012
H18 1.972 -1.661 1.848
H19 3.864 -0.738 2.132
H20 4.340 -0.039 3.656
C6 2.259 -3.865 -3.282
O6 2.750 -3.762 -4.366
N11 1.729 -2.917 -2.596
N12 2.178 -5.052 -2.742
H21 1.585 -2.004 -3.002
H22 1.256 -3.069 -1.717
H23 2.425 -5.825 -3.343
H24 1.576 -5.226 -1.949
C7 4.088 -0.425 -0.628
O7 3.506 -0.969 0.235
N13 3.699 0.717 -1.019
N14 4.951 -0.902 -1.469
H25 2.871 1.045 -0.542
H26 4.241 1.106 -1.777
H27 5.061 -0.350 -2.307
H28 5.428 -1.755 -1.214
C8 -0.373 -0.128 0.435
O8 -0.931 -0.657 1.355
N15 -0.329 -0.495 -0.787
N16 0.255 1.069 0.397
H29 0.389 -0.057 -1.346
H30 -0.929 -1.225 -1.142
H31 0.857 1.336 -0.368
H32 -0.098 1.650 1.145
C9 -4.738 -0.554 0.346
O9 -4.779 -0.256 1.535
N17 -5.566 -1.323 -0.303
N18 -3.681 -0.287 -0.390
H33 -5.429 -1.532 -1.282
H34 -6.188 -1.765 0.360
H35 -3.781 -0.351 -1.393
H36 -2.784 -0.213 0.067
C10 -1.632 -1.808 5.054
O10 -1.060 -2.705 4.460
N19 -1.855 -0.671 4.537
N20 -2.217 -1.856 6.212
H37 -2.594 -0.041 4.814
H38 -1.469 -0.425 3.637
H39 -2.525 -0.926 6.456
H40 -2.317 -2.683 6.783
C11 -1.098 -3.847 -0.182
O11 -0.757 -4.408 -1.251
N21 -2.313 -3.561 0.206
N22 -0.223 -3.611 0.774
H41 -3.005 -3.527 -0.529
H42 -2.414 -3.035 1.063
H43 -0.585 -2.973 1.469
H44 0.506 -4.304 0.859
C12 -0.026 3.951 3.052
O12 -0.367 4.334 1.912
N23 -0.701 4.099 4.112
N24 0.974 3.119 3.293
H45 -1.632 4.489 4.071
H46 -0.257 3.996 5.013
H47 0.929 2.487 4.078
H48 1.555 2.886 2.500

Properties
Kohn-Sham gap (alpha / beta) = 2.31 / 9.00 eV
net charge = -1
spin multiplicity = 2
molar mass = 720.672 g mol⁻¹
energy above the lowest of the compared OMol25 structures with the same formula, charge and spin = 72.9 kcal per mole

Mulliken population analysis, charges in e, atoms 1 to 4: -0.2960 -0.4943 -0.3118 -0.0919

=====

Record 6
The following is a quantum chemistry calculation of a 12-piece molecular cluster, C12H48N6O12 overall in a non-equilibrium geometry, from the Open Molecules 2025 dataset.

Positions of all 78 atoms, in Å:
N1 -2.835 -3.754 2.282
C1 -1.868 -3.554 1.453
N2 -0.813 -4.287 1.612
O1 -1.887 -2.604 0.440
H1 -3.716 -3.266 2.113
H2 -2.957 -4.767 2.668
H3 -0.033 -4.385 0.839
H4 -0.868 -5.122 2.260
N3 -2.433 4.313 -2.959
C2 -1.287 3.849 -2.640
N4 -0.514 4.755 -2.163
O2 -0.977 2.515 -2.603
H5 -2.949 3.517 -3.365
H6 -2.736 5.303 -3.012
H7 -0.752 5.832 -2.128
H8 0.475 4.516 -1.927
N5 2.103 -1.287 3.941
C3 1.487 -2.051 3.108
N6 0.756 -3.049 3.496
O3 1.626 -1.744 1.756
H9 2.533 -0.426 3.657
H10 2.219 -1.629 4.804
H11 0.215 -3.673 2.854
H12 0.394 -3.107 4.538
C4 -2.129 -0.400 2.872
O4 -2.073 0.924 3.110
H13 -2.766 -0.537 1.996
H14 -2.680 -1.037 3.603
H15 -1.130 -0.818 2.627
H16 -1.476 1.058 3.841
C5 -0.664 2.870 0.602
O5 -1.169 4.113 0.446
H17 -1.141 2.236 -0.127
H18 -0.833 2.563 1.636
H19 0.438 2.913 0.602
H20 -0.736 4.390 -0.432
C6 1.629 -3.618 -1.413
O6 1.059 -3.725 -0.225
H21 2.421 -2.959 -1.161
H22 0.900 -3.312 -2.085
H23 1.909 -4.606 -1.696
H24 1.116 -2.870 0.215
C7 -0.591 -0.853 -4.148
O7 -1.448 -1.909 -3.622
H25 0.467 -1.186 -4.012
H26 -0.776 0.022 -3.595
H27 -0.882 -0.667 -5.180
H28 -2.117 -1.562 -3.102
C8 3.967 -0.349 -0.215
O8 4.078 -0.517 1.157
H29 2.981 0.007 -0.560
H30 4.017 -1.301 -0.705
H31 4.819 0.256 -0.579
H32 3.323 -0.981 1.580
C9 2.346 3.371 -2.836
O9 1.673 3.494 -1.618
H33 3.237 2.794 -2.693
H34 2.510 4.323 -3.260
H35 1.738 2.891 -3.541
H36 1.566 2.627 -1.271
C10 1.496 1.503 2.571
O10 2.518 1.510 3.550
H37 1.225 2.543 2.411
H38 0.510 1.012 2.896
H39 1.783 1.165 1.556
H40 2.135 1.498 4.426
C11 -3.368 -0.122 -1.630
O11 -3.364 -1.511 -1.778
H41 -4.418 0.223 -1.438
H42 -3.026 0.212 -2.629
H43 -2.684 0.152 -0.856
H44 -3.251 -1.950 -0.901
C12 0.241 -0.240 -0.664
O12 0.904 0.872 -1.257
H45 -0.380 -0.776 -1.297
H46 -0.429 0.066 0.209
H47 1.008 -0.921 -0.418
H48 0.354 1.201 -2.015

Properties
Kohn-Sham gap = 8.90 eV
net charge = 0
molar mass = 468.546 g mol⁻¹
energy above the lowest of the compared OMol25 structures with the same formula, charge and spin = 138.0 kcal per mole

Mulliken population analysis, charges in e, atoms 1 to 4: -0.3874 0.1368 -0.5522 -0.3221

=====

For the records above, the corresponding electronic energy values read -76644.5994 -48566.8742 -35708.9856 -47993.9057 -73561.0417 -46727.3348 eV.